Record 1
55
Properties=species:S:1:pos:R:3:forces:R:3:nbo_charge:R:1 method="wB97M-V/def2-TZVPD" orbital_gap_ev=8.01 homo_energy_ev=-12.0 spin_multiplicity=1 total_charge=+1
C 11.2365 -3.1056 -0.7256 -0.21 0.53 -1.25 -0.684
C 9.9882 -2.0648 -1.0962 2.08 3.14 1.40 0.270
N 10.2559 -0.7289 -0.9394 -2.51 -5.61 -1.20 -0.539
C 8.6077 -2.7427 -1.6523 1.00 -2.00 -0.94 -0.611
S 7.0254 -1.8583 -1.1931 0.13 1.32 -0.46 0.295
H 12.2036 -2.7013 -1.2929 -2.27 -0.79 1.24 0.270
H 10.9836 -4.1616 -1.1708 0.58 1.96 1.18 0.226
H 11.4925 -3.1132 0.4167 -0.86 -0.05 -2.23 0.271
H 9.3955 -0.2166 -1.2317 0.65 -0.07 0.28 0.328
H 8.6855 -2.7472 -2.8411 -0.53 0.24 2.50 0.306
H 8.4807 -3.8686 -1.3380 0.50 2.32 -0.47 0.282
H 5.9349 -2.2341 -2.0208 1.19 -0.25 1.40 0.282
H 6.6960 -1.9870 0.1660 -0.06 -0.68 -1.27 0.278
C 3.2405 0.4906 1.1643 0.36 -0.30 0.20 -0.493
N 4.1392 -0.6204 0.7498 0.26 -0.36 0.77 0.537
O 4.6948 -1.2639 1.6477 -0.22 0.50 -1.81 -0.372
O 4.2613 -0.8152 -0.4652 0.36 -0.20 1.19 -0.435
H 3.2280 0.5468 2.2548 0.10 -0.17 -0.25 0.239
H 3.6372 1.4129 0.7350 -0.03 -0.52 -0.04 0.261
H 2.2433 0.2693 0.7781 0.52 -0.05 -0.01 0.265
C -0.1288 3.2433 1.4233 0.23 0.66 -0.05 -0.486
N 0.7209 2.1144 0.9571 0.07 -0.05 -0.07 0.534
O 1.8004 2.4002 0.4260 -1.92 -0.09 0.30 -0.398
O 0.2803 0.9732 1.1376 1.00 1.31 -0.51 -0.384
H 0.3802 4.1836 1.2015 0.09 -0.36 0.03 0.231
H -1.0789 3.1834 0.8884 0.31 -0.03 0.35 0.272
H -0.2708 3.1261 2.4997 -0.17 -0.12 -0.26 0.244
C 0.5236 -1.6375 -1.0273 0.17 0.08 0.19 -0.488
N -0.1623 -2.7391 -1.7551 -0.47 -1.00 -0.57 0.518
O 0.3091 -3.8759 -1.6359 -0.80 1.59 -0.30 -0.365
O -1.1548 -2.4314 -2.4255 1.43 -0.52 0.99 -0.372
H 1.3749 -2.0506 -0.4822 -0.26 -0.03 -0.18 0.223
H 0.8573 -0.9097 -1.7697 -0.19 -0.06 0.13 0.237
H -0.1997 -1.1980 -0.3373 0.12 0.01 -0.21 0.246
C -3.6219 0.3672 -0.2764 -0.18 -0.20 -0.21 -0.482
N -3.2439 1.6841 0.3037 -0.28 0.76 0.12 0.534
O -3.8173 2.6847 -0.1423 1.11 -1.22 0.88 -0.370
O -2.3821 1.6761 1.1905 -1.62 0.02 -1.15 -0.401
H -4.3859 0.5241 -1.0408 0.21 0.07 0.26 0.241
H -2.7225 -0.0705 -0.7142 -0.10 0.06 0.15 0.229
H -4.0101 -0.2513 0.5355 0.17 0.16 -0.13 0.258
C -7.0431 2.9289 2.3346 -0.26 0.28 0.06 -0.486
N -6.9164 1.6178 1.6429 -0.36 -0.83 -0.63 0.532
O -7.8993 1.2139 1.0106 1.79 0.38 0.93 -0.360
O -5.8337 1.0309 1.7542 -1.41 0.57 -0.26 -0.410
H -8.0424 3.3296 2.1518 0.22 -0.23 -0.04 0.245
H -6.8862 2.7555 3.4011 0.11 0.01 -0.23 0.239
H -6.2801 3.5933 1.9236 -0.02 -0.21 0.13 0.242
C -10.5662 0.0892 -0.9485 0.37 -0.12 0.01 -0.489
N -11.4197 1.2024 -0.4526 -0.66 0.89 0.40 0.521
O -10.8797 2.0544 0.2626 -0.98 -1.07 -1.00 -0.374
O -12.6077 1.1897 -0.7955 1.74 0.14 0.59 -0.371
H -9.5508 0.2276 -0.5714 -0.31 0.07 -0.02 0.242
H -10.9925 -0.8443 -0.5753 -0.03 0.19 -0.18 0.236
H -10.5804 0.1241 -2.0398 -0.15 -0.07 0.21 0.234

---

Record 2
42
Properties=species:S:1:pos:R:3:forces:R:3:nbo_charge:R:1 method="wB97M-V/def2-TZVPD" orbital_gap_ev=5.70 homo_energy_ev=-6.1 de_lowest_kj_mol=718.79 spin_multiplicity=1 total_charge=0
Na -1.0050 -0.5867 1.1675 1.24 0.39 2.62 0.829
C -1.6322 -0.8015 -1.6812 -0.16 -0.02 -0.84 -0.632
C -0.1970 -0.3004 -1.5342 0.14 0.59 1.13 0.142
C -0.1718 1.2175 -1.8784 -0.23 -0.62 -1.10 -0.404
C 1.0384 1.9661 -1.4595 0.54 -0.19 -0.88 -0.387
C 1.2646 1.7406 -0.0335 1.10 1.93 0.97 -0.414
C 1.4476 0.3366 0.4459 -0.86 -1.10 0.77 0.152
N 0.2782 -0.4932 -0.0832 4.21 0.09 -4.50 -0.294
O 0.2781 -1.8740 0.3586 2.22 1.39 -4.98 -0.867
C 1.2951 0.3764 2.0231 1.57 0.12 -0.59 -0.621
C 2.8953 -0.1242 0.0586 -1.32 -0.56 -0.55 -0.640
C 0.5946 -0.9661 -2.6360 1.41 -0.73 0.28 -0.642
H -1.6291 -1.8851 -1.7989 0.05 -0.18 0.27 0.204
H -2.0080 -0.4526 -2.6430 -0.05 0.29 -0.11 0.200
H -2.3365 -0.5539 -0.8870 0.50 0.50 -0.86 0.221
H -1.0473 1.7752 -1.5457 -0.30 -0.24 0.09 0.173
H -0.1288 1.2616 -2.9667 -0.76 0.01 -0.23 0.211
H 0.8767 3.0228 -1.6724 0.18 0.14 0.02 0.201
H 1.9331 1.6675 -2.0059 -0.04 -0.13 -0.37 0.195
H 0.5027 2.3556 0.4454 -0.13 -0.46 0.74 0.179
H 2.2163 2.2207 0.1938 0.00 0.37 0.43 0.205
H 1.8457 -0.4444 2.4827 -0.97 -0.70 -0.07 0.238
H 0.2852 0.5363 2.4007 0.55 -0.43 0.06 0.191
H 1.9000 1.1701 2.4616 -0.01 0.78 -0.50 0.201
H 3.6500 0.6605 0.1126 -0.08 0.01 0.47 0.201
H 2.8303 -0.3974 -0.9946 0.23 -0.17 -0.05 0.210
H 3.1694 -1.0266 0.6050 0.10 0.15 0.03 0.229
H 1.5674 -0.4752 -2.6622 0.09 0.05 -0.54 0.197
H 0.1125 -0.9410 -3.6133 -0.08 0.37 0.04 0.203
H 0.8328 -2.0141 -2.4539 -0.26 -0.09 0.41 0.232
O -1.6396 1.3250 0.9868 -0.70 3.22 -2.63 -0.891
H -1.3363 1.7611 1.7831 1.34 1.92 -0.68 0.474
H -2.0068 2.0291 0.4525 -0.04 0.28 -0.46 0.505
O -2.4318 -1.4960 0.6838 -5.34 -3.13 -0.05 -0.936
H -2.2380 -2.3296 0.2551 0.40 -0.33 -0.23 0.508
H -3.3876 -1.4634 0.7242 -0.39 -0.11 0.02 0.475
O -1.7265 0.0490 2.7449 -1.83 0.26 5.48 -0.939
H -2.5716 -0.1569 3.1445 -0.03 -0.21 0.45 0.478
H -1.8778 0.8672 2.2717 -1.85 -1.66 1.59 0.432
O -0.3545 -2.1643 2.3535 -0.80 -1.87 4.16 -0.958
H -0.1927 -2.6250 1.5302 0.56 0.17 -0.61 0.505
H -0.8949 -2.7675 2.8637 -0.22 -0.08 0.79 0.436

---

Record 3
50
Properties=species:S:1:pos:R:3:forces:R:3:nbo_charge:R:1 method="wB97M-V/def2-TZVPD" orbital_gap_ev="9.89 / 2.58" homo_energy_ev="-12.9 / -12.9" spin_multiplicity=2 total_charge=+1
O 0.0663 -1.1338 2.1992 0.40 -0.69 -2.35 -0.936
S 0.4539 -2.0109 1.0774 0.42 -3.45 1.42 2.297
O 0.1053 -1.7816 -0.3411 1.29 1.20 2.32 -0.925
O 2.0513 -2.4726 1.3042 -2.76 0.90 -2.58 -0.688
C 2.6749 -2.6585 2.5707 0.80 2.30 1.35 -0.072
C 3.3758 -1.3116 2.9589 -0.29 -0.65 -0.44 -0.638
C -0.2447 -3.7020 1.3150 -0.31 0.47 0.68 -0.861
H 3.4764 -3.3860 2.4421 -0.40 -0.21 -0.36 0.220
H 1.9792 -2.9835 3.3443 -0.12 -0.10 -0.14 0.187
H 2.7170 -0.4733 3.1857 -0.39 -0.40 0.38 0.212
H 3.9221 -0.9509 2.0874 0.37 -0.36 0.00 0.238
H 4.0612 -1.5049 3.7841 -0.01 0.20 -0.01 0.224
H -1.3159 -3.7735 1.1265 0.00 0.63 -0.38 0.237
H -0.1801 -3.9831 2.3661 0.56 0.06 -0.02 0.251
H 0.2617 -4.4107 0.6597 0.23 0.35 0.10 0.266
O -3.3935 -1.7205 3.1748 0.05 0.04 0.15 -0.910
H -4.1082 -2.2874 2.8848 -0.26 -0.26 0.39 0.450
H -2.9105 -1.5148 2.3744 0.33 0.16 -0.08 0.464
O -2.8460 0.8801 -3.3255 -0.22 -0.68 -0.55 -0.574
H -2.9914 0.7215 -2.3928 -0.30 -0.02 1.08 0.497
H -2.1445 1.5308 -3.3519 0.79 0.77 -0.16 0.501
O -2.0426 0.1834 -0.8653 -0.25 1.46 -0.48 -0.729
H -2.4337 -0.5608 -0.4076 -0.93 -1.05 0.81 0.523
H -1.0991 0.0350 -0.8023 1.21 -0.34 -0.34 0.520
O -3.6291 -1.6783 0.3192 0.33 0.07 -0.45 -0.972
H -3.6649 -2.3187 -0.3913 -0.09 -0.36 -0.32 0.493
H -4.1682 -2.0588 1.0127 -0.27 0.17 0.11 0.498
O -1.6984 1.1695 1.8582 -0.82 0.28 -0.42 -0.755
H -1.2142 0.4945 2.3338 0.50 -0.62 0.45 0.506
H -1.2414 1.2476 1.0208 0.41 0.38 -0.29 0.469
C 2.2319 -0.1723 -2.3694 -0.27 0.54 -1.19 -0.096
C 3.3648 0.6133 -3.0522 -1.62 0.89 0.43 -0.097
O 4.4612 0.4297 -2.2076 -0.01 -2.08 1.56 -0.484
C 4.1457 -0.6893 -1.3960 3.47 -0.20 1.56 0.965
O 4.8961 -1.1423 -0.5334 -2.16 1.38 -2.48 -0.576
O 2.9590 -1.1910 -1.7235 -0.09 -0.53 0.29 -0.481
H 1.6243 -0.5239 -3.2033 -0.28 -0.61 0.48 0.194
H 1.5958 0.3017 -1.6219 0.25 0.47 -0.17 0.185
H 3.1460 1.6808 -3.0747 0.02 -0.06 -0.39 0.205
H 3.4574 0.1796 -4.0479 0.68 0.19 -0.03 0.185
C -2.1418 4.9703 -1.5469 -0.25 0.65 2.06 -0.101
C -1.8225 4.4233 -0.1538 -1.06 1.94 1.25 -0.109
O -0.6147 3.7414 -0.3384 0.82 -0.45 1.57 -0.468
C -0.5300 3.3364 -1.5659 -1.13 -1.13 -1.71 0.988
O 0.1012 2.3745 -1.9438 -0.57 1.29 -0.14 -0.625
O -1.4547 4.0428 -2.3315 1.18 -1.44 -1.28 -0.505
H -1.7566 5.9876 -1.6172 0.30 -0.11 -0.50 0.200
H -3.2203 5.0269 -1.6944 0.16 -0.46 -0.54 0.214
H -2.5999 3.8179 0.3124 0.10 -0.65 -0.44 0.195
H -1.6615 5.2064 0.5870 0.18 0.13 -0.19 0.218

---

Record 4
54
Properties=species:S:1:pos:R:3:forces:R:3:nbo_charge:R:1 method="wB97M-V/def2-TZVPD" orbital_gap_ev=7.53 homo_energy_ev=-9.1 de_lowest_kj_mol=277.45 spin_multiplicity=1 total_charge=0
Rb -1.1150 -1.4879 -0.6337 0.36 0.29 -0.06 0.994
B 3.8740 1.1661 -1.8616 2.05 -0.30 -2.27 1.290
F 4.5817 0.5678 -0.9076 1.12 -2.15 2.87 -0.562
F 3.3235 2.2683 -1.4635 -3.22 4.15 2.44 -0.555
F 4.8153 1.6125 -2.7833 1.26 -0.18 -2.15 -0.590
F 2.9477 0.3423 -2.4345 -1.52 -1.66 -0.80 -0.580
C -3.5494 4.9880 4.3259 -0.12 0.06 -0.36 -0.282
O -4.1993 3.9442 3.5329 1.21 2.56 -0.71 -0.544
C -4.1013 2.6102 3.9187 0.15 -0.45 0.43 -0.068
C -2.6749 2.1883 4.2292 0.53 -0.05 -0.17 -0.266
N -1.7822 2.2160 3.0518 -0.67 0.13 0.21 -0.634
C -0.3575 2.0869 3.3970 -0.99 -2.16 -1.32 -0.230
C -0.0559 0.8164 4.3094 1.63 2.51 -0.39 -0.082
O -0.6821 -0.3831 4.0477 -2.56 1.70 -0.98 -0.544
C -0.3286 -1.4144 4.8703 0.38 -1.70 -0.56 -0.241
H -3.7919 5.0225 5.3880 -0.70 -0.35 0.00 0.175
H -3.7547 5.9599 3.8773 -1.00 -0.26 -0.12 0.203
H -2.4665 5.1105 4.3442 0.56 -1.32 -0.48 0.170
H -4.4417 1.9295 3.1385 -0.17 0.54 -0.61 0.186
H -4.8838 2.5549 4.6756 0.60 -0.94 0.96 0.178
H -2.6002 1.1396 4.5169 -0.43 0.14 0.72 0.211
H -2.2786 2.8703 4.9815 0.08 -0.20 0.60 0.163
H -1.8824 3.0994 2.5726 -0.20 0.14 -0.18 0.360
H 0.0351 3.0326 3.7706 0.40 -0.32 0.70 0.187
H 0.0911 1.8982 2.4217 0.46 0.20 0.04 0.197
H -0.1842 1.2627 5.2955 -0.20 -0.92 0.69 0.165
H 0.9920 0.5617 4.1509 0.60 0.71 0.37 0.174
H 0.7103 -1.6522 4.6417 0.40 -0.27 0.56 0.165
H -0.9342 -2.2310 4.4773 0.09 -0.38 0.42 0.184
H -0.5043 -1.3326 5.9430 -0.02 0.52 0.06 0.175
C 0.4925 -4.3420 -6.5630 0.11 1.64 2.13 0.754
O 1.3073 -4.1305 -7.3844 2.03 -0.05 -3.81 -0.625
N -0.7090 -4.8317 -6.6968 -4.68 -2.56 -1.57 -0.842
N 0.7078 -3.8120 -5.3470 0.53 0.58 2.36 -0.857
H -1.3623 -5.1154 -5.9807 0.76 0.49 0.43 0.384
H -1.2004 -4.8665 -7.5785 0.90 -0.11 -0.25 0.403
H 1.5923 -3.3243 -5.3544 0.03 -0.31 0.76 0.414
H 0.3340 -4.2436 -4.5139 0.34 0.29 -0.05 0.369
C -0.9563 3.4368 -4.7274 -2.13 -1.90 1.38 0.752
O -1.4477 2.5617 -4.0169 0.95 -0.66 0.54 -0.707
N -1.7525 4.3182 -5.2630 -2.08 3.61 -1.97 -0.814
N 0.2865 3.5832 -5.1045 2.82 -1.04 0.23 -0.823
H -2.6813 4.4943 -4.9077 0.37 -0.29 0.02 0.404
H -1.2694 5.0900 -5.7001 -0.71 0.20 -0.02 0.363
H 0.8711 2.8462 -4.7368 0.65 0.42 -0.36 0.429
H 0.5996 4.2965 -5.7473 0.13 -0.49 0.34 0.397
C 3.3223 -5.6351 -0.1124 2.60 -0.70 0.44 0.771
O 2.2711 -5.1675 -0.3996 -2.94 1.44 -0.62 -0.679
N 3.6499 -6.9134 -0.3209 -0.57 -1.84 -0.27 -0.849
N 4.3648 -4.9607 0.4085 0.04 1.35 0.29 -0.853
H 4.6216 -7.1882 -0.3411 -0.55 -0.27 -0.28 0.396
H 2.8884 -7.4172 -0.7526 0.68 -0.49 -0.05 0.404
H 4.1728 -3.9699 0.4465 0.77 -0.06 0.53 0.415
H 5.0947 -5.4563 0.9002 -0.14 0.70 -0.06 0.396

---

Record 5
45
Properties=species:S:1:pos:R:3:forces:R:3:nbo_charge:R:1 method="wB97M-V/def2-TZVPD" orbital_gap_ev="8.98 / 8.83" homo_energy_ev="-11.3 / -11.2" de_lowest_kj_mol=92.75 spin_multiplicity=4 total_charge=+1
Co -0.1259 -0.5789 -0.2919 -0.14 -0.42 -0.82 1.517
O -0.7123 -2.1016 -1.2264 -0.13 0.11 0.19 -1.244
H -0.3880 -2.9304 -1.5813 0.15 0.14 0.22 0.464
C 2.6904 2.6095 0.7736 0.47 -0.30 0.33 -0.630
C 2.0074 1.5591 -0.1007 -0.04 0.53 0.13 -0.074
C 2.8244 0.2773 -0.1081 -0.07 -0.04 0.03 -0.068
O 2.0254 -0.7864 -0.5769 0.05 0.09 -0.14 -0.581
C 2.6766 -2.0510 -0.6002 -0.23 0.01 0.36 -0.247
N 0.6069 1.3076 0.3703 1.04 0.17 0.28 -0.872
H 2.9759 2.1699 1.7378 -0.17 0.04 -0.03 0.207
H 2.0597 3.4709 0.9881 -0.07 0.03 -0.22 0.222
H 3.6270 2.9606 0.3369 -0.11 0.05 -0.13 0.236
H 1.9514 1.9506 -1.1160 -0.26 -0.21 -0.08 0.214
H 3.2032 0.0488 0.8975 -0.03 0.00 0.02 0.171
H 3.6781 0.4147 -0.7783 0.11 -0.02 0.11 0.199
H 2.0226 -2.6988 -1.1756 0.21 -0.08 -0.14 0.221
H 2.7683 -2.4568 0.4149 0.02 0.08 -0.01 0.169
H 3.6790 -1.9604 -1.0174 -0.06 -0.06 -0.24 0.190
H 0.6923 1.2167 1.3832 -0.24 0.07 -0.01 0.370
H 0.1127 2.1805 0.2145 -0.28 -0.16 -0.04 0.387
C -1.7193 -2.3869 3.3016 0.23 -0.41 0.70 -0.635
C -1.4646 -1.8351 1.9069 -0.25 0.17 0.66 -0.097
C -2.3427 -0.6017 1.7423 0.43 -0.40 -0.33 -0.070
O -2.1763 -0.0563 0.4362 -0.16 0.33 0.17 -0.578
C -3.0165 1.0979 0.2835 0.15 -0.61 0.16 -0.245
N -0.0315 -1.4342 1.7428 -0.75 -0.46 -0.04 -0.879
H -1.1916 -3.3169 3.5394 0.05 0.01 -0.49 0.230
H -2.7705 -2.6025 3.4963 -0.04 0.17 -0.12 0.234
H -1.3578 -1.6980 4.0762 -0.25 0.19 -0.15 0.202
H -1.7297 -2.5635 1.1427 0.24 0.07 -0.18 0.253
H -2.0421 0.1375 2.5002 -0.22 0.09 -0.02 0.164
H -3.3861 -0.8885 1.8823 -0.05 0.11 0.12 0.203
H -2.7508 1.8222 1.0569 -0.12 0.23 -0.13 0.173
H -4.0558 0.7873 0.4045 -0.04 0.11 0.07 0.197
H -2.9064 1.4969 -0.7180 0.22 -0.04 -0.03 0.197
H 0.2037 -0.9178 2.5884 0.17 0.08 -0.10 0.368
H 0.5054 -2.2965 1.7964 0.17 0.12 -0.17 0.394
C -0.6162 1.0520 -3.2937 -0.39 -0.05 -0.14 0.808
O -0.1598 0.5161 -2.2853 0.16 0.71 -0.15 -0.724
N -0.1351 0.7587 -4.5429 -0.37 0.27 0.71 -0.821
N -1.6686 1.9455 -3.2355 0.53 -0.64 -0.33 -0.838
H 0.7954 0.3832 -4.5651 -0.08 -0.27 -0.17 0.415
H -0.4982 1.2309 -5.3517 0.22 0.04 -0.02 0.397
H -1.8088 2.4295 -2.3713 -0.14 -0.03 0.06 0.399
H -2.0513 2.3383 -4.0772 0.06 0.17 0.09 0.399

---

Please write out number 2 again, unchanged.
42
Properties=species:S:1:pos:R:3:forces:R:3:nbo_charge:R:1 method="wB97M-V/def2-TZVPD" orbital_gap_ev=5.70 homo_energy_ev=-6.1 de_lowest_kj_mol=718.79 spin_multiplicity=1 total_charge=0
Na -1.0050 -0.5867 1.1675 1.24 0.39 2.62 0.829
C -1.6322 -0.8015 -1.6812 -0.16 -0.02 -0.84 -0.632
C -0.1970 -0.3004 -1.5342 0.14 0.59 1.13 0.142
C -0.1718 1.2175 -1.8784 -0.23 -0.62 -1.10 -0.404
C 1.0384 1.9661 -1.4595 0.54 -0.19 -0.88 -0.387
C 1.2646 1.7406 -0.0335 1.10 1.93 0.97 -0.414
C 1.4476 0.3366 0.4459 -0.86 -1.10 0.77 0.152
N 0.2782 -0.4932 -0.0832 4.21 0.09 -4.50 -0.294
O 0.2781 -1.8740 0.3586 2.22 1.39 -4.98 -0.867
C 1.2951 0.3764 2.0231 1.57 0.12 -0.59 -0.621
C 2.8953 -0.1242 0.0586 -1.32 -0.56 -0.55 -0.640
C 0.5946 -0.9661 -2.6360 1.41 -0.73 0.28 -0.642
H -1.6291 -1.8851 -1.7989 0.05 -0.18 0.27 0.204
H -2.0080 -0.4526 -2.6430 -0.05 0.29 -0.11 0.200
H -2.3365 -0.5539 -0.8870 0.50 0.50 -0.86 0.221
H -1.0473 1.7752 -1.5457 -0.30 -0.24 0.09 0.173
H -0.1288 1.2616 -2.9667 -0.76 0.01 -0.23 0.211
H 0.8767 3.0228 -1.6724 0.18 0.14 0.02 0.201
H 1.9331 1.6675 -2.0059 -0.04 -0.13 -0.37 0.195
H 0.5027 2.3556 0.4454 -0.13 -0.46 0.74 0.179
H 2.2163 2.2207 0.1938 0.00 0.37 0.43 0.205
H 1.8457 -0.4444 2.4827 -0.97 -0.70 -0.07 0.238
H 0.2852 0.5363 2.4007 0.55 -0.43 0.06 0.191
H 1.9000 1.1701 2.4616 -0.01 0.78 -0.50 0.201
H 3.6500 0.6605 0.1126 -0.08 0.01 0.47 0.201
H 2.8303 -0.3974 -0.9946 0.23 -0.17 -0.05 0.210
H 3.1694 -1.0266 0.6050 0.10 0.15 0.03 0.229
H 1.5674 -0.4752 -2.6622 0.09 0.05 -0.54 0.197
H 0.1125 -0.9410 -3.6133 -0.08 0.37 0.04 0.203
H 0.8328 -2.0141 -2.4539 -0.26 -0.09 0.41 0.232
O -1.6396 1.3250 0.9868 -0.70 3.22 -2.63 -0.891
H -1.3363 1.7611 1.7831 1.34 1.92 -0.68 0.474
H -2.0068 2.0291 0.4525 -0.04 0.28 -0.46 0.505
O -2.4318 -1.4960 0.6838 -5.34 -3.13 -0.05 -0.936
H -2.2380 -2.3296 0.2551 0.40 -0.33 -0.23 0.508
H -3.3876 -1.4634 0.7242 -0.39 -0.11 0.02 0.475
O -1.7265 0.0490 2.7449 -1.83 0.26 5.48 -0.939
H -2.5716 -0.1569 3.1445 -0.03 -0.21 0.45 0.478
H -1.8778 0.8672 2.2717 -1.85 -1.66 1.59 0.432
O -0.3545 -2.1643 2.3535 -0.80 -1.87 4.16 -0.958
H -0.1927 -2.6250 1.5302 0.56 0.17 -0.61 0.505
H -0.8949 -2.7675 2.8637 -0.22 -0.08 0.79 0.436